[1]
Here is a 7-piece molecular cluster, C28H53BrN7 overall at a distorted geometry from OMol25. Energies are from ωB97M-V/def2-TZVPD.

```
89
C28H53BrN7 (ωB97M-V/def2-TZVPD)
C 1.999 0.090 4.271
C 0.878 0.013 3.238
C -0.308 0.956 3.433
C -0.009 2.280 4.136
N -1.494 0.319 4.124
Br -1.140 -0.739 5.641
H 2.817 -0.506 3.893
H 1.726 -0.366 5.204
H 2.393 1.081 4.415
H 0.511 -1.007 3.235
H 1.282 0.198 2.255
H -0.668 1.202 2.443
H 1.014 2.590 4.044
H -0.320 2.272 5.172
H -0.606 3.046 3.660
H -2.112 1.083 4.424
H -2.030 -0.196 3.424
C -5.610 0.766 7.751
C -6.195 -0.053 6.606
C -5.180 -0.328 5.490
C -4.643 0.899 4.892
N -4.223 1.842 4.401
H -5.293 1.755 7.415
H -6.353 0.911 8.533
H -4.748 0.263 8.195
H -7.058 0.469 6.190
H -6.553 -1.009 6.989
H -5.637 -0.922 4.698
H -4.328 -0.889 5.879
C -5.298 2.949 1.212
C -6.775 2.872 0.842
C -7.045 1.925 -0.332
C -6.323 2.361 -1.533
N -5.760 2.710 -2.462
H -4.705 3.349 0.388
H -5.153 3.606 2.069
H -4.904 1.965 1.473
H -7.136 3.872 0.595
H -7.351 2.530 1.704
H -8.110 1.891 -0.562
H -6.722 0.912 -0.089
C -4.486 4.214 -5.338
C -5.333 5.479 -5.268
C -5.434 6.207 -6.613
C -4.106 6.624 -7.080
N -3.072 6.956 -7.430
H -3.455 4.440 -5.615
H -4.468 3.718 -4.370
H -4.890 3.512 -6.070
H -4.912 6.155 -4.521
H -6.339 5.219 -4.933
H -6.060 7.094 -6.522
H -5.879 5.558 -7.367
C 2.418 -1.011 -1.251
C 1.118 -1.390 -1.954
C 0.147 -0.212 -2.093
C -0.232 0.311 -0.776
N -0.526 0.715 0.251
H 2.237 -0.680 -0.227
H 3.087 -1.869 -1.202
H 2.933 -0.209 -1.783
H 0.633 -2.199 -1.405
H 1.344 -1.772 -2.950
H -0.760 -0.521 -2.611
H 0.601 0.598 -2.665
C 5.316 -3.947 -4.643
C 4.636 -2.668 -4.165
C 5.628 -1.540 -3.858
C 6.552 -1.938 -2.790
N 7.261 -2.248 -1.951
H 5.977 -4.358 -3.879
H 4.573 -4.709 -4.876
H 5.905 -3.765 -5.542
H 4.046 -2.886 -3.272
H 3.940 -2.323 -4.933
H 5.101 -0.641 -3.537
H 6.208 -1.288 -4.746
C 10.636 -4.996 -1.342
C 9.579 -5.350 -0.303
C 9.410 -6.861 -0.111
C 8.985 -7.500 -1.363
N 8.655 -7.978 -2.345
H 10.367 -5.374 -2.329
H 10.739 -3.915 -1.424
H 11.609 -5.411 -1.071
H 8.624 -4.911 -0.599
H 9.853 -4.904 0.655
H 8.658 -7.068 0.650
H 10.348 -7.315 0.211
```

Results
HOMO energy	-0.4597	Ha
electronic energy	-110360.796	eV
maximum force	1.21	eV/A
orbital gap	7.99	eV
charge	+1

[2]
Here is a 11-piece molecular cluster, C28H53Cl16N3 overall at a distorted geometry from OMol25. Energies are from ωB97M-V/def2-TZVPD.

```
100
C28H53Cl16N3 (ωB97M-V/def2-TZVPD)
C -2.325 -3.919 4.963
C -1.012 -3.180 4.680
C -1.133 -1.670 4.435
C 0.132 -1.035 4.081
N 1.144 -0.587 3.780
H -3.009 -3.943 4.120
H -2.831 -3.546 5.857
H -2.013 -4.932 5.230
H -0.553 -3.675 3.815
H -0.312 -3.391 5.490
H -1.507 -1.269 5.379
H -1.798 -1.462 3.594
C -0.427 3.555 1.778
C -0.502 2.198 2.466
C -1.368 2.259 3.715
C -2.746 2.677 3.419
N -3.830 2.946 3.150
H -1.442 3.842 1.484
H 0.149 3.511 0.852
H -0.008 4.336 2.413
H 0.492 1.855 2.754
H -0.935 1.468 1.776
H -0.930 2.941 4.447
H -1.496 1.286 4.199
C 0.459 -1.191 0.418
C -0.693 -0.492 -0.264
C -0.192 0.863 -0.789
C -1.231 1.819 -1.151
N -2.017 2.612 -1.426
H 0.174 -2.178 0.786
H 0.764 -0.621 1.297
H 1.324 -1.308 -0.238
H -1.514 -0.337 0.440
H -1.079 -1.060 -1.109
H 0.465 0.699 -1.646
H 0.460 1.332 -0.044
Cl -1.134 8.063 -1.521
C -0.118 6.761 -0.842
C -0.235 5.497 -1.640
Cl 0.717 5.508 -3.132
H -0.462 6.588 0.176
H 0.900 7.136 -0.825
H -1.276 5.283 -1.887
H 0.059 4.615 -1.072
Cl -2.401 -3.044 1.117
C -1.278 -4.454 0.987
C -1.856 -5.609 1.756
Cl -0.724 -7.020 1.585
H -0.314 -4.141 1.368
H -1.274 -4.720 -0.066
H -2.794 -5.974 1.359
H -1.918 -5.420 2.821
Cl 2.695 2.944 -0.885
C 4.329 3.576 -1.131
C 4.297 5.009 -1.593
Cl 3.571 6.082 -0.370
H 4.812 2.965 -1.891
H 4.882 3.479 -0.199
H 3.712 5.091 -2.506
H 5.310 5.369 -1.758
Cl -1.002 -3.878 -5.726
C 0.427 -2.832 -5.973
C 0.180 -1.441 -5.462
Cl 0.096 -1.417 -3.689
H 0.683 -2.831 -7.029
H 1.240 -3.312 -5.432
H -0.767 -1.062 -5.840
H 0.981 -0.778 -5.784
Cl 6.110 -2.431 1.419
C 5.425 -0.782 1.367
C 4.174 -0.737 2.173
Cl 3.493 0.913 2.115
H 5.251 -0.538 0.320
H 6.178 -0.106 1.760
H 4.409 -0.977 3.209
H 3.387 -1.398 1.826
Cl -5.023 -1.302 -3.874
C -3.360 -0.700 -3.749
C -3.154 0.669 -4.323
Cl -3.720 0.806 -6.014
H -2.733 -1.430 -4.262
H -3.017 -0.722 -2.713
H -2.083 0.858 -4.389
H -3.597 1.459 -3.725
Cl -4.895 -0.914 0.317
C -4.528 0.797 0.728
C -5.725 1.490 1.306
Cl -6.338 0.735 2.762
H -4.259 1.276 -0.212
H -3.670 0.796 1.396
H -6.496 1.495 0.529
H -5.490 2.546 1.437
Cl 3.084 -2.675 -1.670
C 4.719 -3.399 -1.617
C 5.199 -3.671 -3.019
Cl 6.800 -4.454 -2.953
H 4.684 -4.302 -1.013
H 5.333 -2.686 -1.074
H 5.338 -2.745 -3.571
H 4.504 -4.311 -3.555
```

Results
HOMO energy	-0.3804	Ha
SMILES	CCCC#N.CCCC#N.CCCC#N.ClCCCl.ClCCCl.ClCCCl.ClCCCl.ClCCCl.ClCCCl.ClCCCl.ClCCCl
electronic energy	-234726.835	eV
maximum force	1.46	eV/A
orbital gap	10.40	eV

[3]
Here is an isolated ion of composition C28H53N4O6 and charge +1 at a distorted geometry from OMol25. Energies are from ωB97M-V/def2-TZVPD.

```
91
C28H53N4O6 (ωB97M-V/def2-TZVPD)
C -2.361 -2.203 3.039
C -1.759 -3.598 3.148
C -0.556 -3.874 2.243
C -0.683 -3.375 0.801
C -0.290 -1.910 0.576
C 1.107 -1.764 -0.044
C 1.124 -1.374 -1.551
C 1.644 0.081 -1.673
C 2.300 0.320 -3.026
C 3.231 -0.779 -3.453
N 2.872 -1.610 -4.345
C 0.396 0.975 -1.407
O -0.023 1.580 -2.580
C -1.096 2.508 -2.360
C -2.378 1.756 -2.052
O -3.469 2.415 -2.615
C -4.706 2.022 -2.079
C -4.988 0.526 -2.174
O -4.654 0.109 -3.466
C -4.782 -1.284 -3.782
C -5.391 -2.179 -2.724
C 2.645 0.099 -0.523
C 3.390 1.364 -0.058
C 3.011 2.689 -0.743
C 2.604 3.827 0.206
C 1.609 3.428 1.284
N 0.748 4.574 1.686
C -0.657 4.229 1.566
C -1.231 3.298 2.605
O -1.326 4.666 0.644
N 1.959 -0.696 0.569
N 2.792 -0.977 1.707
C 3.514 -2.200 1.572
C 3.807 -2.985 2.812
O 3.895 -2.551 0.453
C 2.140 -0.714 3.011
C 2.586 0.533 3.711
O 1.289 -1.447 3.455
H -2.663 -2.009 2.013
H -3.212 -2.076 3.696
H -1.633 -1.447 3.324
H -1.414 -3.715 4.173
H -2.528 -4.352 3.021
H -0.451 -4.955 2.189
H 0.351 -3.521 2.724
H -1.720 -3.505 0.506
H -0.102 -4.040 0.169
H -1.025 -1.467 -0.088
H -0.368 -1.365 1.513
H 1.528 -2.759 -0.048
H 0.154 -1.510 -2.014
H 1.744 -2.108 -2.053
H 2.870 1.245 -3.025
H 1.554 0.409 -3.803
H 4.224 -0.826 -2.998
H 3.622 -2.273 -4.529
H 0.670 1.754 -0.681
H -0.379 0.371 -0.937
H -0.795 3.178 -1.557
H -1.220 3.038 -3.294
H -2.519 1.629 -0.971
H -2.266 0.750 -2.467
H -5.454 2.576 -2.632
H -4.804 2.313 -1.027
H -6.048 0.406 -1.953
H -4.384 0.031 -1.412
H -5.389 -1.336 -4.681
H -3.791 -1.643 -4.049
H -6.380 -1.875 -2.412
H -5.459 -3.177 -3.147
H -4.719 -2.270 -1.877
H 3.423 -0.588 -0.844
H 3.287 1.454 1.021
H 4.443 1.176 -0.215
H 2.238 2.593 -1.495
H 3.889 3.049 -1.269
H 2.152 4.606 -0.398
H 3.483 4.244 0.687
H 2.152 3.076 2.158
H 0.966 2.600 0.978
H 0.895 4.721 2.679
H -2.307 3.396 2.627
H -0.965 2.271 2.366
H -0.850 3.507 3.601
H 1.270 -0.026 0.933
H 4.115 -2.339 3.631
H 2.918 -3.507 3.150
H 4.585 -3.696 2.588
H 3.556 0.867 3.369
H 1.842 1.308 3.552
H 2.602 0.334 4.774
```

Results
HOMO energy	-0.4196	Ha
electronic energy	-48131.211	eV
maximum force	2.41	eV/A
orbital gap	7.90	eV
charge	+1

- What is the orbital gap in the third record?
  7.90 eV